# C3H11N3

A 2-piece molecular cluster, C3H11N3 overall at a distorted geometry (ωB97M-V/def2-TZVPD, the OMol25 dataset).

```
17
Properties=species:S:1:pos:R:3
C -1.27513 -1.88455 0.04182
N -1.39599 -1.15597 -0.99982
C -0.36029 -1.27378 -2.00605
H -1.37039 -1.50632 1.05953
H -0.90224 -2.91591 -0.02973
H -0.82689 -1.10638 -2.97410
H 0.33142 -0.44065 -1.87035
H 0.24337 -2.18563 -2.10795
N -0.13415 1.41178 0.25255
C 0.90036 0.83850 1.13165
N 1.93786 1.80793 1.50357
H -0.72714 1.97487 0.84562
H -0.54662 0.67409 -0.30916
H 1.38785 0.01654 0.60852
H 0.52337 0.30775 2.02118
H 1.44785 2.48925 2.07927
H 2.11574 2.30228 0.62999
```

M	89.14	g mol⁻¹
spin multiplicity	1
gap between HOMO and LUMO	9.562	eV
strongest force on any atom	2.73	eV/A
LUMO energy	0.0212	Eh
HOMO energy	-9.0	eV